<w>
Here is a cluster of 8 separate species, C35H93N7O10 in total from the OMol25 dataset. Energies are from wB97M-V/def2-TZVPD.

SMILES ... COC[C@H](C)N.COC[C@H](C)N.COC[C@H](C)N.COC[C@H](C)N.COC[C@H](C)N.COCCNCCOC.COCCNCCOC.CC(C)O
HOMO energy ... -8.572 eV

Cartesian coordinates (Å):
C: -14.106 -13.709 -14.047
O: -13.360 -12.712 -14.711
C: -12.849 -11.609 -13.892
C: -12.179 -10.422 -14.649
C: -10.733 -10.738 -15.032
N: -11.984 -9.254 -13.823
H: -14.618 -14.376 -14.740
H: -14.821 -13.178 -13.419
H: -13.508 -14.288 -13.343
H: -13.726 -11.208 -13.385
H: -12.344 -12.040 -13.027
H: -12.672 -10.256 -15.607
H: -10.754 -11.716 -15.512
H: -10.253 -10.985 -14.085
H: -10.316 -9.960 -15.671
H: -11.413 -8.659 -14.407
H: -12.851 -8.804 -13.569
C: 0.162 -2.471 -16.377
O: 1.235 -2.178 -15.490
C: 0.968 -2.049 -14.076
C: 2.423 -1.788 -13.434
C: 3.470 -2.856 -13.500
N: 2.361 -1.219 -12.132
H: -0.713 -1.821 -16.355
H: -0.180 -3.475 -16.626
H: 0.581 -2.313 -17.371
H: 0.370 -1.216 -13.707
H: 0.503 -2.951 -13.678
H: 2.682 -0.981 -14.119
H: 4.407 -2.650 -12.983
H: 3.721 -3.089 -14.535
H: 3.149 -3.790 -13.039
H: 1.760 -0.418 -12.257
H: 3.238 -0.726 -12.041
C: -13.187 -12.867 -28.682
O: -13.703 -14.231 -28.679
C: -14.938 -14.441 -28.133
C: -15.635 -15.676 -28.539
C: -16.031 -15.667 -30.047
N: -16.866 -15.675 -27.749
H: -13.145 -12.603 -27.625
H: -13.907 -12.090 -28.937
H: -12.304 -12.866 -29.322
H: -14.682 -14.525 -27.077
H: -15.488 -13.507 -28.021
H: -14.938 -16.508 -28.442
H: -16.820 -14.936 -30.222
H: -16.449 -16.598 -30.430
H: -15.170 -15.399 -30.659
H: -17.611 -15.063 -28.050
H: -17.385 -16.536 -27.847
C: -9.593 -0.476 -31.960
O: -9.703 -1.926 -32.314
C: -9.660 -2.777 -31.149
C: -8.173 -3.349 -31.062
C: -7.221 -2.296 -30.449
N: -7.583 -3.892 -32.333
H: -9.430 0.117 -32.860
H: -8.714 -0.289 -31.343
H: -10.523 -0.341 -31.406
H: -10.042 -2.377 -30.210
H: -10.345 -3.579 -31.423
H: -8.268 -4.283 -30.509
H: -6.289 -2.673 -30.030
H: -7.680 -1.666 -29.688
H: -6.828 -1.629 -31.216
H: -7.461 -3.096 -32.943
H: -8.263 -4.490 -32.780
C: -6.818 -9.083 -25.242
O: -7.710 -8.262 -24.465
C: -7.218 -6.978 -24.085
C: -6.234 -7.082 -22.807
C: -6.952 -7.539 -21.509
N: -5.616 -5.761 -22.433
H: -7.276 -9.950 -25.717
H: -5.937 -9.309 -24.641
H: -6.468 -8.479 -26.079
H: -6.605 -6.592 -24.899
H: -8.059 -6.310 -23.899
H: -5.393 -7.765 -22.924
H: -7.409 -8.501 -21.741
H: -7.634 -6.841 -21.023
H: -6.239 -7.694 -20.699
H: -5.887 -5.593 -21.475
H: -6.197 -5.167 -23.008
C: -12.499 -15.929 -21.225
O: -13.781 -16.398 -21.177
C: -14.105 -16.906 -19.955
C: -15.375 -17.775 -20.198
N: -15.246 -18.646 -21.334
C: -14.618 -19.889 -21.001
C: -15.515 -20.864 -20.231
O: -15.629 -20.469 -18.880
C: -16.502 -21.309 -18.117
H: -11.746 -16.509 -20.692
H: -12.441 -14.924 -20.807
H: -12.182 -15.720 -22.247
H: -14.246 -16.099 -19.236
H: -13.327 -17.498 -19.473
H: -16.257 -17.162 -20.382
H: -15.718 -18.334 -19.328
H: -14.706 -18.090 -21.982
H: -13.627 -19.836 -20.552
H: -14.332 -20.453 -21.889
H: -14.966 -21.788 -20.050
H: -16.492 -20.890 -20.712
H: -17.561 -21.282 -18.372
H: -16.476 -20.880 -17.116
H: -16.128 -22.333 -18.127
C: 9.476 -7.886 -21.162
O: 9.884 -6.903 -22.123
C: 8.816 -6.098 -22.613
C: 8.064 -5.064 -21.589
N: 6.867 -5.678 -21.131
C: 5.793 -5.448 -22.102
C: 4.549 -6.228 -21.963
O: 3.575 -5.870 -22.887
C: 2.345 -6.571 -22.817
H: 10.355 -8.436 -20.827
H: 8.809 -8.657 -21.546
H: 8.997 -7.550 -20.242
H: 8.136 -6.635 -23.274
H: 9.284 -5.435 -23.340
H: 7.882 -4.145 -22.147
H: 8.684 -4.970 -20.698
H: 6.577 -5.354 -20.220
H: 6.159 -5.623 -23.114
H: 5.608 -4.374 -22.072
H: 4.200 -6.315 -20.935
H: 4.797 -7.237 -22.293
H: 1.784 -6.225 -23.685
H: 1.741 -6.241 -21.972
H: 2.482 -7.652 -22.828
C: -8.771 -0.007 -19.853
C: -9.453 1.086 -20.701
C: -9.125 2.530 -20.346
O: -9.124 0.886 -22.060
H: -9.246 -0.969 -20.043
H: -8.886 0.217 -18.792
H: -7.706 -0.191 -19.996
H: -10.528 0.907 -20.706
H: -9.832 3.265 -20.731
H: -8.137 2.773 -20.736
H: -9.160 2.613 -19.260
H: -9.204 1.734 -22.504

Atomic partial charges in e from the Löwdin method, atoms 1 to 99: -0.12 -0.21 -0.16 -0.44 -0.08 0.02 0.09 0.08 0.08 0.11 0.12 0.13 0.08 0.08 0.08 0.07 0.07 -0.12 -0.18 -0.14 -0.47 -0.07 0.02 0.08 0.08 0.08 0.11 0.12 0.12 0.07 0.08 0.08 0.06 0.07 -0.06 -0.19 -0.30 -0.40 -0.06 0.03 0.08 0.08 0.09 0.12 0.13 0.15 0.07 0.07 0.07 0.07 0.07 -0.05 -0.23 -0.19 -0.39 -0.08 0.03 0.08 0.06 0.08 0.11 0.11 0.12 0.07 0.07 0.07 0.05 0.06 -0.08 -0.21 -0.17 -0.38 -0.09 0.02 0.09 0.08 0.08 0.11 0.12 0.11 0.07 0.07 0.07 0.04 0.05 -0.13 -0.18 -0.24 -0.19 -0.05 -0.23 -0.21 -0.23 -0.10 0.09 0.09 0.09 0.12 0.12

<x>
Here is a cluster of 8 separate species, C35H93N7O10 in total from the OMol25 dataset. Energies are from wB97M-V/def2-TZVPD.

SMILES ... COC[C@H](C)N.COC[C@H](C)N.COC[C@H](C)N.COC[C@H](C)N.COC[C@H](C)N.COCCNCCOC.COCCNCCOC.CC(C)O
HOMO energy ... -8.666 eV

Cartesian coordinates (Å):
C: 16.592 10.961 -28.456
O: 16.051 11.993 -27.625
C: 16.095 11.788 -26.180
C: 15.640 13.088 -25.562
C: 15.816 13.461 -24.095
N: 14.239 13.259 -25.847
H: 15.988 10.055 -28.421
H: 17.650 10.755 -28.293
H: 16.510 11.242 -29.506
H: 15.485 11.008 -25.723
H: 17.084 11.732 -25.727
H: 16.170 13.871 -26.105
H: 15.306 12.816 -23.379
H: 15.127 14.273 -23.863
H: 16.835 13.608 -23.738
H: 13.675 12.608 -25.320
H: 14.137 12.865 -26.772
C: 20.094 7.947 -20.310
O: 21.319 7.310 -19.897
C: 21.400 6.918 -18.536
C: 22.551 5.982 -18.283
C: 22.599 4.762 -19.255
N: 22.697 5.599 -16.935
H: 19.175 7.365 -20.378
H: 20.296 8.266 -21.333
H: 19.826 8.868 -19.792
H: 21.473 7.741 -17.826
H: 20.518 6.302 -18.357
H: 23.468 6.505 -18.553
H: 22.589 4.970 -20.325
H: 21.785 4.069 -19.044
H: 23.559 4.251 -19.182
H: 22.897 6.460 -16.446
H: 23.564 5.144 -16.688
C: 17.107 3.002 -23.431
O: 15.841 2.943 -23.985
C: 14.918 3.955 -23.706
C: 13.472 3.476 -24.183
C: 12.666 2.606 -23.236
N: 13.643 2.764 -25.481
H: 17.705 2.139 -23.725
H: 17.137 3.067 -22.343
H: 17.675 3.851 -23.814
H: 14.719 4.203 -22.663
H: 15.100 4.834 -24.324
H: 12.891 4.395 -24.261
H: 12.759 3.044 -22.242
H: 13.100 1.608 -23.295
H: 11.625 2.469 -23.528
H: 13.771 1.764 -25.431
H: 14.509 3.152 -25.827
C: 11.506 5.808 -15.921
O: 11.313 7.164 -16.223
C: 10.999 7.412 -17.586
C: 10.999 8.842 -17.872
C: 10.900 9.200 -19.336
N: 12.198 9.449 -17.388
H: 12.297 5.248 -16.420
H: 10.501 5.398 -16.024
H: 11.880 5.763 -14.898
H: 11.779 6.963 -18.201
H: 10.047 6.912 -17.766
H: 10.049 9.227 -17.501
H: 9.935 8.862 -19.713
H: 11.818 8.851 -19.809
H: 10.912 10.277 -19.501
H: 11.995 10.435 -17.304
H: 12.448 9.064 -16.488
C: 22.843 3.403 -30.418
O: 21.418 3.567 -30.685
C: 20.595 2.965 -29.711
C: 20.913 1.451 -29.367
C: 20.865 0.521 -30.598
N: 19.773 0.934 -28.620
H: 23.209 2.377 -30.440
H: 23.282 3.981 -29.605
H: 23.328 3.855 -31.284
H: 20.684 3.568 -28.807
H: 19.626 3.040 -30.205
H: 21.898 1.301 -28.925
H: 19.870 0.655 -31.022
H: 20.930 -0.529 -30.312
H: 21.548 0.840 -31.386
H: 19.286 1.706 -28.188
H: 20.089 0.431 -27.803
C: 17.914 1.344 -15.438
O: 17.640 2.758 -15.049
C: 18.843 3.426 -14.531
C: 18.404 4.701 -13.814
N: 19.536 5.301 -13.101
C: 19.172 6.680 -12.695
C: 20.341 7.383 -11.877
O: 21.262 7.769 -12.919
C: 22.455 8.422 -12.466
H: 17.132 0.880 -16.039
H: 18.047 0.635 -14.621
H: 18.778 1.328 -16.102
H: 19.540 3.706 -15.320
H: 19.209 2.788 -13.727
H: 17.597 4.463 -13.121
H: 18.034 5.285 -14.657
H: 20.411 5.224 -13.601
H: 18.249 6.577 -12.125
H: 19.056 7.289 -13.591
H: 20.865 6.712 -11.197
H: 19.924 8.257 -11.377
H: 23.266 8.072 -13.105
H: 22.637 8.249 -11.405
H: 22.169 9.467 -12.583
C: 7.096 -4.993 -26.628
O: 8.139 -4.048 -26.697
C: 9.322 -4.371 -25.915
C: 10.325 -5.257 -26.739
N: 10.046 -6.696 -26.497
C: 11.143 -7.582 -26.880
C: 11.131 -9.050 -26.433
O: 11.854 -9.311 -25.213
C: 11.304 -10.312 -24.303
H: 6.512 -4.717 -27.507
H: 6.434 -4.825 -25.779
H: 7.237 -6.067 -26.508
H: 9.122 -4.934 -25.004
H: 9.873 -3.490 -25.585
H: 11.346 -5.078 -26.403
H: 10.321 -5.164 -27.825
H: 9.360 -7.005 -27.172
H: 12.102 -7.199 -26.532
H: 11.260 -7.569 -27.964
H: 11.627 -9.743 -27.112
H: 10.084 -9.304 -26.267
H: 11.211 -9.941 -23.282
H: 12.067 -11.084 -24.211
H: 10.371 -10.790 -24.602
C: 6.947 3.360 -31.646
C: 8.359 3.245 -32.147
C: 8.709 4.041 -33.398
O: 9.257 3.664 -31.155
H: 6.824 2.668 -30.813
H: 6.246 3.117 -32.445
H: 6.689 4.322 -31.205
H: 8.636 2.196 -32.252
H: 9.794 3.994 -33.494
H: 8.528 5.104 -33.237
H: 8.177 3.797 -34.317
H: 9.438 2.872 -30.644

Atomic partial charges in e from the Löwdin method, atoms 1 to 99: -0.10 -0.19 -0.19 -0.47 -0.07 0.02 0.08 0.08 0.08 0.13 0.12 0.14 0.07 0.08 0.08 0.07 0.06 -0.10 -0.18 -0.21 -0.48 -0.05 0.03 0.08 0.08 0.08 0.13 0.13 0.13 0.07 0.07 0.07 0.07 0.08 -0.12 -0.19 -0.19 -0.41 -0.07 0.03 0.09 0.09 0.08 0.12 0.12 0.12 0.07 0.07 0.08 0.06 0.05 -0.11 -0.20 -0.22 -0.51 -0.07 0.06 0.09 0.09 0.09 0.13 0.13 0.14 0.08 0.08 0.08 0.08 0.07 -0.09 -0.19 -0.20 -0.42 -0.08 0.02 0.08 0.09 0.08 0.12 0.13 0.12 0.07 0.08 0.07 0.06 0.07 -0.08 -0.21 -0.21 -0.24 -0.07 -0.18 -0.18 -0.24 -0.09 0.07 0.08 0.07 0.12 0.12

Winner for stability: <x>

<w>
Here is a cluster of 2 separate species, C6H9N2O2 in total from the OMol25 dataset. Energies are from wB97M-V/def2-TZVPD.

Net charge ... -1
HOMO energy ... -4.672 eV

Cartesian coordinates (Å):
C: -0.275 2.528 -3.390
C: -0.699 1.293 -2.515
O: -1.817 0.788 -2.750
O: 0.169 1.014 -1.719
H: 0.329 2.108 -4.155
H: 0.373 3.251 -2.946
H: -1.320 2.865 -3.471
C: 0.586 -2.690 2.869
C: -0.405 0.489 1.723
C: 0.247 -1.647 1.901
C: 0.465 -1.221 0.551
N: -0.326 -0.591 2.625
N: 0.214 0.139 0.541
H: -0.649 1.432 2.202
H: 0.197 0.532 -0.344
H: 0.782 -1.587 -0.381
H: -0.351 -3.091 3.390
H: 1.244 -2.199 3.623
H: 1.237 -3.411 2.245

The net atomic charges from Löwdin, expressed in e, are: -0.04 -0.77 -0.06 -0.04 0.04 0.04 0.06 -0.12 -0.14 -0.40 -0.03 0.02 0.05 0.09 -0.02 0.09 0.09 0.07 0.09

<x>
Here is a cluster of 2 separate species, C6H9N2O2 in total from the OMol25 dataset. Energies are from wB97M-V/def2-TZVPD.

Net charge ... -1
HOMO energy ... -4.681 eV

Cartesian coordinates (Å):
C: 1.304 -0.541 2.511
C: 2.409 0.084 1.690
O: 3.375 0.518 2.349
O: 2.349 0.128 0.432
H: 1.521 -1.009 3.470
H: 0.649 -1.319 2.089
H: 0.587 0.281 2.658
C: -2.844 0.452 -0.844
C: -1.460 0.153 -1.294
C: 0.359 0.609 -2.337
C: -0.514 -0.703 -0.858
N: -0.884 0.951 -2.277
N: 0.690 -0.441 -1.503
H: 1.077 0.937 -3.071
H: -3.598 0.258 -1.608
H: -2.999 1.478 -0.524
H: 1.441 -0.166 -0.759
H: -0.393 -1.480 -0.138
H: -3.070 -0.191 0.014

The net atomic charges from Löwdin, expressed in e, are: -0.05 -0.75 -0.07 -0.08 0.06 0.05 0.07 -0.07 -0.37 -0.24 -0.10 0.07 0.02 0.10 0.06 0.06 0.08 0.10 0.07

<y>
Here is a cluster of 2 separate species, C6H9N2O2 in total from the OMol25 dataset. Energies are from wB97M-V/def2-TZVPD.

Net charge ... -1
HOMO energy ... -4.759 eV

Cartesian coordinates (Å):
C: 0.855 -2.804 2.008
C: -0.856 0.351 1.585
C: 1.045 -0.475 0.718
C: 0.405 -1.475 1.538
N: 0.196 0.652 0.858
N: -0.771 -0.970 2.190
H: 0.268 1.573 0.135
H: -1.612 1.082 1.827
H: 1.702 -0.528 -0.089
H: 0.375 -3.609 1.397
H: 0.510 -3.058 3.000
H: 1.966 -2.777 1.976
C: -1.033 1.209 -2.656
C: -0.079 2.383 -2.104
O: 0.557 2.383 -1.025
O: -0.127 3.373 -2.823
H: -1.897 0.885 -2.147
H: -0.321 0.344 -2.699
H: -1.184 1.460 -3.689

The net atomic charges from Löwdin, expressed in e, are: -0.11 -0.22 -0.06 -0.38 -0.01 0.04 0.11 0.09 0.07 0.07 0.05 0.07 -0.02 -0.72 -0.07 -0.05 0.03 0.06 0.04

<z>
Here is a cluster of 2 separate species, C6H9N2O2 in total from the OMol25 dataset. Energies are from wB97M-V/def2-TZVPD.

Net charge ... -1
HOMO energy ... -4.022 eV

Cartesian coordinates (Å):
C: 1.703 -0.838 -2.720
C: 1.694 -1.732 -1.403
O: 2.240 -1.333 -0.361
O: 1.139 -2.770 -1.681
H: 1.661 0.098 -2.172
H: 0.967 -1.202 -3.385
H: 2.644 -0.882 -3.135
C: -2.285 2.012 0.625
C: -0.295 -0.296 2.684
C: -0.354 0.309 0.500
C: -1.398 0.911 1.185
N: 0.320 -0.505 1.435
N: -1.383 0.589 2.443
H: 1.212 -0.987 1.307
H: -0.013 -0.667 3.665
H: -0.241 0.402 -0.588
H: -3.314 1.840 0.982
H: -2.390 2.171 -0.448
H: -1.906 2.881 1.065

The net atomic charges from Löwdin, expressed in e, are: -0.04 -0.82 -0.10 -0.06 0.04 0.04 0.02 -0.05 -0.12 -0.05 -0.45 0.06 0.03 0.11 0.09 0.11 0.07 0.07 0.04

Winner for stability: <x>